1.
# C3H3I3

A structure of composition C3H3I3 at a distorted geometry (ωB97M-V/def2-TZVPD, the Open Molecules 2025 dataset).

The geometry in XYZ format:
```
9
Properties=species:S:1:pos:R:3:forces:R:3
C -0.790 0.518 0.634 0.350 -0.665 0.180
C 2.983 0.302 0.505 -0.408 0.455 0.017
C -1.080 -0.429 -0.502 2.763 -2.498 2.460
I -1.925 2.318 0.666 -0.410 0.291 -0.247
I 2.939 -1.734 0.702 -0.355 0.060 -0.059
I 1.192 1.381 0.296 1.001 -0.130 -0.101
H -2.037 -0.853 -0.340 -0.935 -0.732 0.550
H -0.219 -1.280 -0.467 -2.084 1.490 0.341
H -1.063 -0.223 -1.494 0.077 1.730 -3.141
```
Forces are in eV/Å.

The frontier orbital gap (spin up / spin down) comes out at 5.47 / 5.46 eV. Its LUMO energy (spin up / spin down) is -2.0 / -2.0 eV. The HOMO energy (spin up / spin down) comes out at -7.5 / -7.5 eV.

In elementary charge units, the natural (NBO) charges are:
1 C -0.560
2 C -0.530
3 C -0.714
4 I 0.077
5 I 0.298
6 I 0.798
7 H 0.236
8 H 0.203
9 H 0.193


2.
# C3H3I3O

A cluster of 2 separate species, C3H3I3O in total at a distorted geometry (ωB97M-V/def2-TZVPD, the Open Molecules 2025 dataset).

The geometry in XYZ format:
```
10
Properties=species:S:1:pos:R:3:forces:R:3
C -2.360 -1.151 0.497 -0.703 0.290 0.610
C -1.736 -0.074 0.090 2.164 -0.241 0.821
C 0.804 0.192 0.445 -2.016 -1.044 0.229
O 0.974 1.453 0.097 0.135 0.509 -1.623
I -4.533 -1.368 0.041 0.911 -0.001 0.256
I -1.971 1.807 -0.708 -0.697 -0.791 -0.132
I 1.630 -1.166 -0.966 -0.273 0.082 0.702
H -2.034 -1.926 1.269 -0.269 1.103 -1.618
H 0.647 -0.073 1.551 0.746 0.632 -1.954
H 0.947 1.587 -0.934 0.003 -0.539 2.707
```
Forces are in eV/Å.

The frontier orbital gap (spin up / spin down) comes out at 6.77 / 7.46 eV. Its LUMO energy (spin up / spin down) is -1.1 / -0.5 eV. The HOMO energy (spin up / spin down) comes out at -7.8 / -8.0 eV.

In elementary charge units, the natural (NBO) charges are:
1 C -0.442
2 C -0.312
3 C 0.028
4 O -0.678
5 I 0.009
6 I 0.244
7 I 0.142
8 H 0.260
9 H 0.237
10 H 0.512